[1]
Below is a cluster of 2 separate species, C2H8OS2 in total, with properties calculated with ωB97M-V with the def2-TZVPD basis set.

The LUMO energy is 0.5 eV. The calculation puts the orbital gap at 9.90 eV. Its HOMO energy is -9.37 eV. The calculation puts the energy above the lowest of the compared OMol25 structures with the same formula, charge and spin at 75.46 kJ/mol. The structure (SMILES) is CCO.SS.

Last column: natural (NBO) charge in e.
Cartesian coordinates (Å):
S: -1.42 -0.06 1.59  -0.148
S: -0.97 1.08 3.24  -0.129
H: -1.31 0.92 0.65  0.154
H: -2.14 1.68 3.43  0.120
C: 0.99 0.00 -0.84  -0.072
O: 0.25 1.08 -1.33  -0.725
C: 0.26 -1.35 -1.03  -0.621
H: 1.26 0.03 0.23  0.164
H: 1.91 -0.16 -1.43  0.155
H: 0.77 1.88 -1.25  0.474
H: -0.12 -1.41 -2.04  0.212
H: -0.50 -1.57 -0.28  0.206
H: 1.04 -2.11 -0.94  0.210

[2]
Below is a cluster of 2 separate species, C3H6N2O in total, with properties calculated with ωB97M-V with the def2-TZVPD basis set.

The LUMO energy is -1.1 eV. The calculation puts the orbital gap at 7.97 eV. Its HOMO energy is -9.10 eV. The calculation puts the energy above the lowest of the compared OMol25 structures with the same formula, charge and spin at 232.19 kJ/mol. The structure (SMILES) is N#CC=O.CN.

Last column: natural (NBO) charge in e.
Cartesian coordinates (Å):
C: 1.64 -0.58 0.14  -0.412
N: 1.23 0.39 -0.86  -0.838
C: -1.81 -0.22 -0.42  0.155
N: -1.79 -1.00 -1.27  -0.230
C: -1.93 0.75 0.69  0.344
O: -1.13 1.63 0.87  -0.434
H: 0.83 -1.13 0.65  0.151
H: 2.24 -0.08 0.91  0.193
H: 2.29 -1.33 -0.33  0.194
H: 0.69 1.13 -0.43  0.359
H: 0.62 -0.06 -1.55  0.354
H: -2.81 0.60 1.33  0.166

[3]
Below is a structure of composition C42H41MgNO3P2S, with properties calculated with ωB97M-V with the def2-TZVPD basis set.

The LUMO energy (spin up / spin down) is -0.7 / -0.7 eV. The calculation puts the orbital gap (spin up / spin down) at 3.22 / 3.34 eV. Its HOMO energy (spin up / spin down) is -3.96 / -4.07 eV. The calculation puts the energy above the lowest of the compared OMol25 structures with the same formula, charge and spin at 145.94 kJ/mol.

Last column: Mulliken charge in e.
Cartesian coordinates (Å):
Mg: -1.13 -2.46 -0.22  0.610
C: -1.75 -3.89 -1.54  -0.049
C: -2.36 -2.70 -1.89  -0.121
C: -3.76 -2.33 -1.48  -0.890
C: -4.03 -2.44 0.04  -1.198
C: -2.85 -2.23 0.96  0.205
C: -2.04 -3.27 1.42  0.155
C: -2.15 -4.69 0.93  -1.147
C: -2.36 -4.91 -0.61  -1.348
C: 1.55 1.89 2.19  -1.238
H: -0.87 -4.23 -2.12  0.539
H: -1.96 -2.11 -2.71  0.414
H: -4.53 -2.93 -2.00  0.472
H: -3.93 -1.27 -1.78  0.149
H: -4.78 -1.66 0.29  0.489
H: -4.52 -3.40 0.28  0.267
H: -2.86 -1.25 1.45  0.398
H: -1.46 -3.11 2.33  0.105
H: -2.98 -5.21 1.44  0.387
H: -1.22 -5.22 1.20  0.279
H: -1.86 -5.87 -0.85  0.392
H: -3.44 -5.06 -0.80  0.277
H: 2.21 1.20 1.64  0.188
H: 1.99 2.16 3.16  0.554
H: 1.39 2.79 1.58  0.268
P: 0.37 0.53 -1.72  1.988
P: -0.04 1.14 2.47  2.540
C: -0.76 0.31 -0.34  -0.819
C: -0.93 0.83 0.93  -1.219
C: -0.24 1.29 -3.22  -0.274
C: -1.60 1.15 -3.58  -0.617
C: -2.09 1.82 -4.70  -0.562
C: -1.25 2.64 -5.46  -0.585
C: 0.11 2.72 -5.15  -0.720
C: 0.63 2.02 -4.06  -0.244
C: 1.01 -1.12 -2.07  0.808
C: 1.39 -2.04 -1.06  -0.677
C: 2.12 -3.17 -1.44  -0.997
C: 2.30 -3.48 -2.79  -0.818
C: 1.69 -2.71 -3.77  -0.789
C: 0.99 -1.55 -3.41  -1.019
C: -1.11 2.27 3.37  -0.185
C: -1.52 3.44 2.71  -0.417
C: -2.29 4.39 3.39  -0.650
C: -2.66 4.17 4.72  -0.469
C: -2.27 2.99 5.36  -0.720
C: -1.49 2.04 4.70  -0.362
C: 0.18 -0.35 3.45  0.496
C: 1.48 -0.87 3.55  -0.691
C: 1.71 -2.04 4.28  -0.700
C: 0.65 -2.72 4.88  -0.580
C: -0.66 -2.24 4.74  -0.888
C: -0.90 -1.05 4.03  -0.401
H: -1.70 -0.18 -0.79  0.288
H: -2.00 1.05 1.15  0.506
H: -2.26 0.53 -2.96  0.325
H: -3.14 1.71 -4.97  0.438
H: -1.65 3.21 -6.29  0.374
H: 0.78 3.35 -5.74  0.408
H: 1.70 2.05 -3.84  0.314
H: 1.22 -1.79 0.00  1.029
H: 2.50 -3.86 -0.67  0.435
H: 2.88 -4.36 -3.07  0.390
H: 1.78 -2.97 -4.83  0.417
H: 0.47 -0.95 -4.16  0.440
H: -1.24 3.60 1.66  0.407
H: -2.59 5.30 2.88  0.405
H: -3.23 4.93 5.26  0.361
H: -2.57 2.81 6.40  0.387
H: -1.18 1.13 5.20  0.400
H: 2.30 -0.36 3.07  0.269
H: 2.74 -2.40 4.39  0.421
H: 0.83 -3.63 5.46  0.387
H: -1.49 -2.78 5.19  0.377
H: -1.92 -0.68 3.95  0.467
O: 0.74 3.39 -0.85  -0.664
C: 1.75 2.72 -1.07  -0.085
N: 1.78 1.36 -1.33  1.212
S: 3.49 0.57 -1.35  1.110
O: 3.65 -0.16 -0.11  -0.584
O: 3.77 -0.02 -2.63  -0.662
C: 4.10 2.21 -1.26  0.743
C: 5.45 2.52 -1.40  -0.900
C: 5.78 3.88 -1.40  -0.621
C: 4.80 4.88 -1.23  -0.591
C: 3.47 4.54 -1.07  -0.818
C: 3.13 3.19 -1.11  0.140
H: 6.17 1.70 -1.51  0.503
H: 6.83 4.15 -1.53  0.415
H: 5.09 5.93 -1.23  0.424
H: 2.66 5.25 -0.93  0.547

[4]
Below is a structure of composition C35H64BF2N11O4PRb, with properties calculated with ωB97M-V with the def2-TZVPD basis set.

The LUMO energy is 0.1 eV. The calculation puts the orbital gap at 4.72 eV. Its HOMO energy is -4.59 eV. The calculation puts the energy above the lowest of the compared OMol25 structures with the same formula, charge and spin at 58.66 kJ/mol.

Last column: Mulliken charge in e.
Cartesian coordinates (Å):
Rb: -0.82 0.62 0.13  0.085
C: -0.12 3.24 -1.76  -0.474
N: 1.03 4.09 -1.49  0.416
C: 0.94 5.47 -1.91  -0.559
C: 2.15 6.07 -1.23  -0.786
N: 2.23 5.28 0.00  0.054
C: 3.54 5.33 0.64  -1.108
C: 1.60 4.05 -0.22  -0.459
N: 1.47 3.03 0.53  0.762
C: 1.98 3.05 1.89  -1.691
C: 1.39 1.89 2.70  0.546
N: 1.94 0.60 2.35  0.467
C: 2.70 -0.08 3.12  -0.106
N: 3.07 -1.38 2.79  0.138
C: 2.26 -2.12 1.84  -0.116
C: 3.49 -2.06 3.99  -0.349
C: 4.07 -0.92 4.81  -0.815
N: 3.26 0.21 4.37  0.017
C: 3.80 1.53 4.69  -0.980
H: -0.38 3.30 -2.81  0.441
H: -1.00 3.55 -1.17  0.527
H: 0.11 2.21 -1.51  -0.749
H: 0.01 5.93 -1.56  0.328
H: 0.97 5.55 -3.00  0.424
H: 2.04 7.13 -1.00  0.381
H: 3.05 5.92 -1.84  0.366
H: 3.89 6.36 0.60  0.401
H: 4.27 4.69 0.12  0.353
H: 3.50 5.04 1.68  0.315
H: 1.71 3.98 2.40  0.583
H: 3.07 2.95 1.92  0.423
H: 0.32 1.84 2.47  -1.491
H: 1.46 2.14 3.77  0.818
H: 1.92 -1.44 1.06  -0.745
H: 1.39 -2.57 2.32  0.295
H: 2.86 -2.91 1.39  0.421
H: 4.22 -2.84 3.77  0.363
H: 2.63 -2.53 4.50  0.068
H: 5.12 -0.76 4.55  0.428
H: 3.99 -1.08 5.88  0.400
H: 4.77 1.40 5.16  0.429
H: 3.16 2.08 5.38  0.299
H: 3.94 2.12 3.79  0.298
C: -6.22 2.55 1.64  -0.831
O: -5.41 1.41 1.36  -0.437
C: -4.06 1.55 1.33  -0.367
O: -3.39 0.79 0.69  0.737
N: -3.58 2.57 2.11  -0.153
N: -2.19 2.66 2.25  -0.467
H: -7.22 2.29 1.31  0.279
H: -5.86 3.42 1.08  0.331
H: -6.25 2.77 2.71  0.304
H: -4.14 2.85 2.90  0.219
H: -1.86 2.08 3.02  0.229
H: -1.92 3.63 2.36  0.260
C: 4.13 -2.39 -2.08  -1.081
O: 2.91 -1.97 -1.48  0.092
C: 2.63 -0.66 -1.37  -0.403
O: 1.61 -0.31 -0.82  0.913
N: 3.54 0.22 -1.86  0.113
N: 3.25 1.60 -1.84  -0.972
H: 4.15 -3.47 -2.01  0.199
H: 4.99 -1.98 -1.55  0.349
H: 4.16 -2.11 -3.14  0.360
H: 4.29 -0.05 -2.46  0.248
H: 2.45 1.77 -2.44  0.312
H: 2.92 1.82 -0.90  0.256
F: -3.81 3.13 -1.00  -0.213
B: -3.22 2.46 -2.08  -0.004
F: -3.17 3.42 -3.08  -0.211
C: -2.84 -3.30 -4.36  -1.779
C: -3.00 -2.12 -3.41  1.940
C: -2.99 -0.83 -4.23  -1.716
C: -4.33 -2.20 -2.66  -1.813
P: -1.63 -1.88 -2.13  0.340
C: -0.14 -2.05 -3.21  0.600
C: 0.35 -0.83 -3.67  -1.200
C: 1.44 -0.76 -4.54  -0.361
C: 2.06 -1.93 -4.95  -0.946
C: 1.60 -3.16 -4.49  -0.696
C: 0.50 -3.21 -3.63  -0.008
C: -1.60 -3.32 -0.90  2.462
C: -0.23 -3.26 -0.23  -1.449
C: -1.88 -4.75 -1.37  -1.869
C: -2.65 -2.97 0.18  -2.248
H: -3.67 -3.28 -5.08  0.553
H: -2.87 -4.27 -3.86  0.252
H: -1.92 -3.23 -4.93  0.261
H: -3.84 -0.84 -4.92  0.546
H: -2.08 -0.75 -4.84  0.333
H: -3.07 0.06 -3.59  0.065
H: -5.15 -2.09 -3.38  0.558
H: -4.42 -1.39 -1.93  0.258
H: -4.47 -3.16 -2.16  0.295
H: -0.14 0.09 -3.36  0.694
H: 1.78 0.20 -4.90  0.446
H: 2.90 -1.89 -5.63  0.410
H: 2.08 -4.07 -4.81  0.461
H: 0.15 -4.18 -3.31  0.036
H: 0.60 -3.40 -0.93  0.162
H: -0.16 -4.03 0.54  0.712
H: -0.08 -2.29 0.26  -0.085
H: -1.19 -5.09 -2.13  0.219
H: -2.89 -4.85 -1.76  0.409
H: -1.79 -5.43 -0.51  0.476
H: -2.60 -1.92 0.47  0.259
H: -2.47 -3.59 1.07  0.608
H: -3.66 -3.16 -0.16  0.405
C: -2.09 -2.94 4.52  -0.556
C: -0.87 -2.29 4.54  -0.661
C: -0.76 -1.07 3.89  -0.007
N: -1.77 -0.48 3.24  0.263
C: -2.94 -1.13 3.22  -0.184
C: -3.15 -2.35 3.85  -0.868
H: -2.22 -3.90 5.01  0.399
H: -0.02 -2.72 5.05  0.436
H: 0.18 -0.53 3.88  0.262
H: -3.73 -0.65 2.66  0.387
H: -4.12 -2.82 3.79  0.460